# 1
54
Properties=species:S:1:pos:R:3:forces:R:3 method="wB97M-V/def2-TZVPD" charge=0 e_tot_ha=-2297.60024 homo_lumo_gap_ha=0.2040
Na 1.184 -0.008 -0.707 0.372 -0.174 0.011
Cl 5.578 -2.736 -0.529 0.979 2.493 0.300
O 6.595 -3.325 -1.347 0.228 -1.760 0.835
O 5.701 -1.338 -0.788 0.824 2.411 0.914
O 4.285 -3.008 -0.984 -3.521 -2.463 -1.292
O 5.599 -3.014 0.899 1.045 -0.446 -0.753
C -2.876 4.134 2.060 0.725 -0.050 1.906
O -3.818 4.166 1.020 0.543 0.019 -0.226
C -3.565 3.387 -0.031 0.948 -1.314 0.541
O -2.650 2.606 -0.197 0.248 0.443 0.625
O -4.540 3.525 -0.855 -2.481 0.097 -1.804
C -4.753 2.517 -1.887 0.405 0.345 0.485
H -2.964 3.275 2.726 -0.402 -0.548 -0.440
H -3.094 4.947 2.752 -0.002 0.367 -0.527
H -1.819 4.144 1.795 -0.222 0.300 -0.639
H -5.787 2.607 -2.223 0.217 0.360 0.062
H -4.631 1.518 -1.470 0.254 0.116 0.011
H -4.042 2.704 -2.692 -0.150 -0.200 -0.009
C -1.988 -5.870 -1.700 1.603 0.783 -0.909
O -3.045 -5.248 -1.023 -0.288 1.357 1.974
C -2.839 -4.015 -0.416 -0.530 0.054 -0.963
O -2.000 -3.168 -0.657 -0.360 -1.332 0.197
O -3.874 -3.855 0.403 -0.619 -1.989 -0.491
C -4.122 -2.716 1.175 0.758 0.830 -0.141
H -1.096 -6.086 -1.112 -0.280 -0.005 0.692
H -1.623 -5.138 -2.419 0.004 -0.404 -0.604
H -2.297 -6.814 -2.150 -0.444 0.410 0.010
H -3.749 -1.870 0.598 0.087 0.357 0.518
H -3.623 -2.858 2.134 0.099 0.420 -0.004
H -5.189 -2.588 1.356 0.046 -0.381 -0.271
C 0.520 4.289 -5.159 -1.613 -2.016 0.114
O 1.909 4.464 -5.191 -0.663 1.393 -0.485
C 2.732 3.622 -4.635 3.091 -0.450 1.630
O 2.579 2.853 -3.702 -0.745 0.276 -1.319
O 3.959 3.924 -5.160 -1.611 1.560 -0.468
C 5.053 3.047 -5.166 -0.696 -1.416 1.194
H 0.065 3.945 -4.230 0.707 0.325 0.656
H 0.312 3.430 -5.797 -0.211 0.145 -0.477
H -0.106 5.121 -5.484 1.007 0.394 -0.198
H 4.650 2.164 -5.663 0.957 -0.279 -0.349
H 5.288 2.752 -4.143 0.195 -0.035 0.059
H 5.932 3.513 -5.610 -0.495 0.015 -0.259
C 2.143 -0.910 7.457 -0.502 -0.410 1.167
O 2.460 -0.350 6.211 -1.896 -0.556 -3.955
C 1.728 -0.779 5.053 0.518 -0.593 -2.371
O 1.588 -0.140 3.986 0.678 -1.470 4.250
O 1.309 -2.124 5.123 1.269 1.711 1.591
C 0.803 -2.770 3.955 -0.533 0.816 -0.567
H 2.503 -0.200 8.201 -0.114 0.069 -0.103
H 2.614 -1.865 7.689 0.168 -0.091 -0.526
H 1.066 -1.040 7.567 -0.001 0.072 0.067
H 0.750 -3.857 4.025 0.564 0.137 0.804
H 1.417 -2.516 3.091 -0.188 0.100 -0.002
H -0.234 -2.451 3.847 0.027 0.207 -0.459

# 2
64
Properties=species:S:1:pos:R:3:forces:R:3 method="wB97M-V/def2-TZVPD" charge=-1 e_tot_ha=-7492.22040 homo_lumo_gap_ha=0.2794
C -1.491 1.208 3.983 0.858 -0.111 -0.819
C -1.158 1.326 2.389 -0.073 1.550 1.344
O -0.294 0.257 1.951 -2.325 0.127 -0.789
C -1.001 -0.769 1.230 0.760 -1.291 0.421
C -0.269 -1.193 -0.171 1.044 2.386 1.610
C -1.058 -2.542 -0.548 -0.219 -0.601 -0.805
C -0.215 -3.891 -0.383 2.910 0.365 3.437
O 0.647 -4.131 0.481 -4.032 1.065 -3.636
I -0.698 -5.499 -1.828 -0.007 0.548 0.374
O 1.161 -1.255 0.056 -1.951 -1.635 -0.858
B 1.991 -0.291 -0.682 -0.325 1.138 1.328
Cl 2.560 0.932 0.661 0.456 1.020 0.741
C 3.427 -0.764 -1.323 -0.021 -1.190 -1.062
Br 4.465 -1.623 0.191 -0.082 0.400 -0.894
C 3.328 -1.834 -2.524 1.049 1.283 -1.213
C 2.271 -1.437 -3.673 -0.350 -0.191 -0.162
Br 2.931 -3.705 -1.936 0.128 0.878 -0.508
O 1.064 0.525 -1.484 -1.665 -2.676 0.606
C -0.290 0.063 -1.198 1.826 1.101 -4.392
C -0.892 -0.122 -2.682 -1.208 0.076 -0.294
O -0.965 1.315 -0.754 1.164 2.693 -0.938
C -0.456 2.420 -1.450 0.321 0.728 -1.419
N -0.092 3.342 -2.141 -1.945 -4.248 3.541
H -0.464 1.024 4.485 -1.775 0.359 -0.647
H -2.165 0.312 4.200 0.797 1.319 -0.209
H -1.940 2.205 4.362 0.626 -1.738 -0.581
H -2.121 1.448 1.779 1.352 -0.502 0.704
H -0.598 2.337 2.287 -0.629 -1.798 -0.091
H -0.961 -1.731 1.882 -0.026 1.367 -1.017
H -2.111 -0.561 1.047 1.437 0.086 0.145
H -1.966 -2.638 0.168 1.513 -0.023 -1.077
H -1.503 -2.554 -1.605 0.821 0.122 1.566
H 4.098 0.105 -1.671 -1.215 -1.366 0.518
H 4.369 -1.874 -3.030 -1.678 -0.270 0.958
H 1.233 -1.855 -3.403 1.627 0.709 -0.395
H 2.569 -1.884 -4.696 -0.359 0.498 1.760
H 2.163 -0.305 -3.833 0.326 -1.605 0.549
H -0.845 -1.190 -3.089 -0.177 1.458 0.736
H -1.982 0.274 -2.643 1.539 -1.097 -0.212
H -0.369 0.540 -3.474 -0.535 -0.989 1.755
F -2.586 -3.762 4.640 -0.098 0.143 0.053
C -2.020 -4.931 4.295 0.388 -0.743 -0.244
C -2.496 -6.108 4.852 -0.159 0.043 0.121
C -1.914 -7.319 4.491 0.204 0.223 -0.191
C -0.856 -7.338 3.585 -0.046 -0.032 0.047
C -0.383 -6.149 3.036 -0.167 -0.122 0.150
C -0.972 -4.939 3.388 -0.015 0.213 -0.033
H -3.315 -6.072 5.562 0.036 0.041 -0.051
H -2.284 -8.247 4.916 0.014 0.115 -0.012
H -0.399 -8.283 3.308 -0.044 0.113 0.022
H 0.443 -6.164 2.333 -0.121 0.101 0.041
H -0.622 -4.005 2.963 0.031 -0.048 0.035
F 2.468 8.986 -0.836 0.159 0.107 0.111
C 1.448 8.550 -1.594 -0.680 -0.346 -0.492
C 1.065 7.220 -1.521 0.111 -0.013 0.124
C 0.005 6.770 -2.302 -0.084 0.230 -0.087
C -0.652 7.654 -3.156 0.027 0.048 0.021
C -0.255 8.987 -3.224 0.057 -0.270 0.142
C 0.797 9.439 -2.435 0.109 0.188 0.027
H 1.593 6.545 -0.858 -0.030 0.031 -0.041
H -0.308 5.732 -2.247 0.160 0.100 0.006
H -1.476 7.301 -3.768 0.095 0.028 0.068
H -0.766 9.673 -3.893 0.069 -0.030 0.087
H 1.114 10.475 -2.469 0.026 -0.063 0.020

# 3
7
Properties=species:S:1:pos:R:3:forces:R:3 method="wB97M-V/def2-TZVPD" e_above_lowest_kcal_mol=176.0 charge=0 e_tot_ha=-567.82028 homo_lumo_gap_ha="0.3159 / 0.3030"
C 0.801 0.447 0.575 -5.185 2.638 -1.815
N -1.028 0.639 -0.218 3.781 0.099 1.480
O -0.701 -1.891 0.236 -1.207 0.551 -0.495
S -1.662 -0.764 0.063 -0.345 -1.309 -0.740
H 1.144 1.458 0.424 0.402 -0.385 0.046
H 0.966 -0.568 0.496 0.914 -1.763 -0.056
H -2.578 -0.910 -1.210 1.641 0.170 1.580

# 4
6
Properties=species:S:1:pos:R:3:forces:R:3 method="wB97M-V/def2-TZVPD" e_above_lowest_kcal_mol=29.2 charge=0 e_tot_ha=-51.22393 homo_lumo_gap_ha=0.2763
Rb -0.442 2.482 0.606 0.196 -0.656 -0.125
B 0.090 -0.473 -0.107 0.136 -0.014 -0.038
H -0.148 -1.516 -0.253 -0.889 -3.922 -0.676
H 0.407 -0.391 0.921 1.110 0.871 4.301
H 0.883 -0.189 -0.781 3.287 1.252 -2.612
H -0.789 0.087 -0.386 -3.839 2.469 -0.850